[1]
{"formula": "C10H41B2O11", "method": "the ωB97M-V functional and the def2-TZVPD basis", "species": ["O", "H", "H", "H", "B", "H", "H", "H", "H", "B", "H", "H", "H", "H", "C", "C", "O", "O", "H", "H", "H", "H", "H", "H", "C", "C", "O", "O", "H", "H", "H", "H", "H", "H", "C", "C", "O", "O", "H", "H", "H", "H", "H", "H", "C", "C", "O", "O", "H", "H", "H", "H", "H", "H", "C", "C", "O", "O", "H", "H", "H", "H", "H", "H"], "xyz": [[-1.440, 2.561, 0.867], [-0.955, 3.184, 0.321], [-1.104, 1.663, 0.923], [-2.354, 2.442, 0.598], [-0.448, 0.089, 0.202], [-1.417, 0.188, 0.666], [0.299, 0.729, 0.646], [-0.165, -0.946, 0.309], [-0.516, 0.397, -0.830], [-4.159, 2.474, 0.409], [-3.514, 1.624, 0.572], [-4.283, 3.087, 1.289], [-3.815, 2.943, -0.499], [-5.114, 2.027, 0.181], [0.695, -3.903, 1.554], [2.086, -3.368, 1.615], [2.667, -2.999, 2.972], [-0.196, -2.908, 2.048], [0.532, -4.803, 2.147], [0.507, -4.230, 0.531], [2.117, -2.515, 0.937], [2.834, -4.034, 1.185], [2.040, -2.369, 3.334], [-0.182, -2.164, 1.442], [-1.602, -2.798, -1.156], [-1.700, -4.077, -2.145], [-0.569, -4.285, -2.980], [-1.702, -1.587, -1.856], [-0.647, -2.890, -0.638], [-2.437, -2.842, -0.457], [-2.549, -4.063, -2.829], [-1.749, -5.002, -1.571], [-0.618, -3.723, -3.757], [-1.517, -0.859, -1.259], [3.185, 0.682, -0.797], [2.607, 2.118, -1.141], [1.739, 2.575, -0.098], [2.198, -0.303, -1.029], [3.608, 0.741, 0.206], [4.034, 0.439, -1.436], [2.051, 2.143, -2.078], [3.424, 2.824, -1.289], [1.200, 1.805, 0.096], [1.293, -0.210, -0.724], [1.338, -0.320, 5.023], [0.840, 0.424, 3.748], [1.466, -0.224, 2.712], [2.757, -0.105, 5.312], [1.200, -1.399, 5.093], [0.711, 0.063, 5.828], [1.122, 1.473, 3.844], [-0.243, 0.416, 3.875], [0.750, -0.228, 2.072], [3.195, -0.820, 4.846], [-1.101, 2.768, -3.096], [-0.409, 3.170, -4.407], [0.868, 2.583, -4.505], [-2.502, 3.200, -3.160], [-0.603, 3.167, -2.212], [-1.219, 1.691, -3.213], [-0.318, 4.255, -4.458], [-1.070, 3.010, -5.259], [1.271, 2.865, -5.329], [-2.421, 4.156, -3.196]], "forces_ev_per_angstrom": [[0.14, 2.82, 1.19], [0.76, 0.02, -0.43], [1.63, -2.60, -0.24], [-1.46, -0.20, -0.48], [-0.15, 0.02, 0.09], [-3.76, 0.46, 1.97], [2.44, 2.20, 2.05], [1.17, -3.42, 0.27], [-0.26, 1.14, -3.77], [3.26, 0.63, 1.54], [3.02, -2.47, 1.00], [-1.65, 1.32, 3.86], [0.06, 0.92, -4.86], [-5.63, -0.35, -1.80], [-0.02, -0.17, 0.96], [2.11, 0.51, 1.07], [-1.28, -0.98, -2.21], [-0.38, -0.59, 0.05], [0.11, 0.14, 0.34], [-0.18, 0.31, -0.33], [0.06, 0.55, 0.26], [-0.16, -0.37, 0.21], [-0.23, 0.30, -0.09], [-0.02, 0.11, -0.16], [-0.42, -1.70, -1.36], [0.42, 1.08, 0.24], [0.50, 0.16, 0.24], [-0.20, -0.31, -1.01], [-0.01, 0.00, 0.04], [0.04, -0.43, 0.34], [-0.54, 0.42, 0.49], [-0.20, 0.24, 0.40], [-0.06, 0.20, 0.13], [0.17, -0.04, 0.02], [-1.32, 1.77, -0.76], [0.75, -0.88, 0.00], [0.20, 0.34, -0.17], [1.16, -1.04, -0.42], [-0.43, -0.28, 0.44], [-0.20, 0.02, -0.30], [0.01, -0.52, -0.20], [0.04, 0.15, 0.47], [-0.10, -0.10, 0.23], [0.31, 0.66, 0.35], [0.52, 1.16, 0.74], [1.29, -0.76, 3.76], [-0.90, 0.00, -1.52], [-1.47, 0.08, -0.27], [-0.50, -0.09, -0.85], [0.47, 0.27, 0.53], [0.31, 0.21, -0.07], [-0.41, -0.49, -0.96], [0.57, -0.48, -1.05], [0.33, 0.05, -0.09], [-1.35, -0.61, -2.07], [-0.12, 1.31, 0.22], [-0.20, -0.31, 0.15], [1.32, 0.28, 0.48], [0.17, -0.42, 0.03], [0.55, -0.14, 1.05], [0.23, 0.52, 0.40], [-0.11, -0.93, 0.00], [0.06, -0.03, -0.03], [-0.50, 0.33, -0.09]], "s_squared": 0.753, "gap_ev": [9.1, 2.7], "spin_multiplicity": 2, "total_charge": 0}

***

[2]
{"formula": "C10H4AuBrNO5", "method": "the ωB97M-V functional and the def2-TZVPD basis", "species": ["Au", "O", "C", "C", "O", "C", "C", "O", "C", "O", "O", "Br", "C", "C", "C", "N", "C", "C", "H", "H", "H", "H"], "xyz": [[-1.044, 0.086, -0.303], [2.061, 5.337, -1.526], [1.298, 4.470, -1.160], [0.251, 3.780, -1.996], [-0.116, 4.126, -3.111], [-0.181, 2.638, -1.210], [0.503, 2.591, 0.038], [0.421, 1.624, 0.847], [1.263, 3.839, 0.211], [1.752, 4.287, 1.232], [-1.025, 1.730, -1.591], [0.964, -5.758, 0.804], [0.049, -4.103, 0.791], [-0.965, -3.879, -0.122], [-1.594, -2.647, -0.104], [-1.236, -1.653, 0.733], [-0.264, -1.905, 1.627], [0.392, -3.114, 1.703], [-1.259, -4.642, -0.828], [-2.431, -2.441, -0.754], [-0.002, -1.081, 2.277], [1.163, -3.285, 2.440]], "forces_ev_per_angstrom": [[-0.51, 0.82, -0.46], [-0.10, 0.07, 0.01], [0.15, 0.12, -0.01], [-0.19, -0.04, -0.12], [0.02, -0.02, 0.00], [0.25, 0.10, 0.15], [-0.12, -0.29, -0.01], [0.16, 0.25, 0.24], [-0.06, 0.03, 0.07], [0.12, -0.06, -0.06], [0.09, -0.32, 0.09], [-0.07, 0.10, 0.01], [-0.01, 0.09, 0.05], [0.07, -0.16, 0.09], [-0.11, 0.03, 0.23], [0.30, -0.82, -0.17], [-0.09, 0.25, 0.07], [-0.01, -0.32, -0.02], [-0.03, 0.03, -0.02], [0.07, 0.04, -0.08], [0.04, 0.03, -0.06], [0.02, 0.08, -0.01]], "gap_ev": 5.1, "spin_multiplicity": 1, "total_charge": -1, "e_above_lowest_kcal_mol": 0.00}

***

[3]
{"formula": "C10H4F6N4O2S", "method": "the ωB97M-V functional and the def2-TZVPD basis", "species": ["O", "S", "O", "F", "C", "N", "N", "C", "C", "F", "F", "C", "C", "C", "C", "C", "C", "F", "F", "F", "C", "N", "N", "H", "H", "H", "H"], "xyz": [[5.725, -1.286, -0.873], [5.574, -0.418, 0.359], [6.666, 0.598, 0.462], [5.556, -1.501, 1.662], [3.865, 0.372, 0.188], [3.609, 0.878, -1.074], [2.410, 1.386, -1.209], [1.629, 1.318, -0.062], [0.117, 1.899, -0.243], [-0.022, 2.499, -1.553], [-0.197, 2.911, 0.703], [-0.905, 0.646, -0.190], [-0.419, -0.831, -0.434], [-1.410, -2.058, -0.409], [-2.921, -1.859, -0.145], [-3.430, -0.382, 0.081], [-5.016, -0.245, 0.301], [-5.458, 1.083, 0.481], [-5.439, -1.126, 1.350], [-5.617, -0.789, -0.894], [-2.450, 0.832, 0.074], [1.908, 0.845, 1.212], [3.107, 0.338, 1.345], [0.671, -1.103, -0.668], [-1.061, -3.138, -0.606], [-3.635, -2.762, -0.125], [-2.858, 1.894, 0.267]], "forces_ev_per_angstrom": [[-1.28, 2.32, 4.34], [4.14, -1.46, -4.54], [-3.74, -2.58, 1.14], [-0.46, 2.61, -2.08], [0.00, -0.24, 1.03], [0.56, -1.17, 2.75], [-1.11, -0.44, 2.81], [-1.55, 1.35, -0.16], [-0.87, -0.70, -0.97], [0.54, -1.09, 2.98], [0.80, -2.23, -1.91], [-2.54, -3.32, 0.23], [-3.12, 0.37, 0.44], [-1.84, 3.15, 0.54], [2.78, 3.22, -0.15], [2.96, -0.57, -0.20], [0.52, -1.02, -1.04], [0.81, -3.52, -0.16], [0.69, 2.68, -2.31], [0.87, 1.58, 2.85], [0.84, -2.66, -0.46], [-0.13, 0.88, -2.87], [1.34, 0.25, -2.67], [-1.84, 0.68, 0.44], [-0.34, 2.13, 0.37], [1.24, 1.78, -0.03], [0.71, -2.01, -0.37]], "gap_ev": 7.7, "spin_multiplicity": 1, "total_charge": 0}